[1]
{
  "formula": "C45H77N10O2Si",
  "method": "the ωB97M-V functional and the def2-TZVPD basis",
  "elements": ["C", "Si", "C", "C", "N", "C", "C", "C", "C", "O", "O", "C", "C", "H", "H", "H", "H", "H", "H", "H", "H", "H", "H", "H", "H", "H", "H", "C", "C", "C", "C", "N", "H", "H", "H", "H", "H", "H", "H", "C", "C", "C", "C", "N", "H", "H", "H", "H", "H", "H", "H", "C", "C", "C", "C", "N", "H", "H", "H", "H", "H", "H", "H", "C", "C", "C", "C", "N", "H", "H", "H", "H", "H", "H", "H", "C", "C", "C", "C", "N", "H", "H", "H", "H", "H", "H", "H", "C", "C", "C", "C", "N", "H", "H", "H", "H", "H", "H", "H", "C", "C", "C", "C", "N", "H", "H", "H", "H", "H", "H", "H", "C", "C", "C", "C", "N", "H", "H", "H", "H", "H", "H", "H", "C", "C", "C", "C", "N", "H", "H", "H", "H", "H", "H", "H"],
  "xyz": [[-4.88, -2.20, -2.17], [-3.02, -2.52, -2.72], [-2.92, -2.48, -4.67], [-2.56, -4.26, -1.98], [-2.07, -1.15, -1.96], [-1.40, -0.04, -2.74], [-0.57, 1.23, -2.05], [-0.47, 1.33, -0.40], [0.29, 2.53, 0.43], [1.61, 2.44, 0.57], [-0.40, 3.69, 1.07], [-1.21, 0.07, 0.42], [-1.99, -1.11, -0.43], [-5.57, -2.96, -2.74], [-4.88, -2.43, -1.00], [-5.08, -1.07, -2.42], [-3.37, -1.45, -5.07], [-1.80, -2.61, -5.05], [-3.53, -3.35, -5.17], [-3.35, -5.01, -2.45], [-1.45, -4.58, -2.17], [-2.78, -4.28, -0.81], [-1.43, -0.02, -3.93], [-0.07, 2.05, -2.73], [-1.40, 3.51, 1.07], [-1.12, 0.11, 1.60], [-2.52, -1.99, 0.17], [-5.44, -4.67, 3.79], [-4.63, -5.83, 3.22], [-3.52, -5.37, 2.27], [-4.13, -4.63, 1.09], [-4.64, -4.02, 0.11], [-5.97, -4.12, 3.00], [-6.21, -5.04, 4.48], [-4.80, -3.97, 4.33], [-5.31, -6.51, 2.70], [-4.19, -6.39, 4.05], [-2.96, -6.23, 1.90], [-2.82, -4.71, 2.79], [2.24, -4.61, -4.63], [2.22, -5.29, -6.00], [1.00, -4.89, -6.84], [-0.28, -5.28, -6.11], [-1.34, -5.61, -5.51], [1.38, -4.89, -4.02], [3.14, -4.90, -4.08], [2.25, -3.52, -4.74], [2.22, -6.38, -5.85], [3.13, -5.03, -6.54], [1.04, -5.40, -7.81], [1.00, -3.81, -7.02], [4.13, 0.61, 0.66], [5.52, -0.03, 0.63], [6.25, 0.21, -0.70], [5.45, -0.39, -1.84], [4.79, -0.89, -2.79], [3.47, 0.18, -0.10], [3.66, 0.43, 1.64], [4.19, 1.69, 0.50], [5.42, -1.11, 0.81], [6.12, 0.38, 1.45], [7.24, -0.25, -0.67], [6.38, 1.29, -0.87], [2.38, -0.20, -8.78], [3.60, -1.11, -8.95], [3.46, -2.08, -10.13], [2.26, -2.98, -9.91], [1.26, -3.73, -9.73], [1.48, -0.78, -8.56], [2.54, 0.49, -7.94], [2.20, 0.39, -9.68], [3.76, -1.67, -8.02], [4.49, -0.49, -9.10], [4.36, -2.69, -10.22], [3.33, -1.53, -11.07], [-8.82, 1.97, -2.21], [-8.47, 0.64, -2.88], [-8.96, -0.57, -2.08], [-8.31, -0.58, -0.71], [-7.77, -0.59, 0.43], [-8.33, 2.07, -1.23], [-8.47, 2.81, -2.82], [-9.90, 2.07, -2.07], [-7.38, 0.59, -3.01], [-8.92, 0.62, -3.88], [-8.70, -1.49, -2.61], [-10.05, -0.54, -1.97], [-1.30, -0.35, 5.82], [-0.09, -1.26, 5.65], [-0.23, -2.22, 4.47], [-1.43, -3.13, 4.69], [-2.43, -3.88, 4.87], [-2.21, -0.93, 6.04], [-1.15, 0.34, 6.65], [-1.48, 0.24, 4.91], [0.07, -1.82, 6.57], [0.80, -0.63, 5.49], [0.67, -2.84, 4.38], [-0.36, -1.67, 3.53], [-1.98, 1.89, 10.54], [-0.75, 2.74, 10.23], [-0.04, 2.31, 8.94], [0.42, 0.87, 9.06], [0.80, -0.33, 9.16], [-1.72, 0.84, 10.70], [-2.47, 2.25, 11.45], [-2.71, 1.95, 9.72], [-0.05, 2.67, 11.07], [-1.05, 3.79, 10.15], [0.82, 2.95, 8.76], [-0.72, 2.40, 8.08], [6.14, 4.56, 1.19], [7.37, 5.40, 0.88], [8.07, 4.97, -0.42], [8.53, 3.53, -0.30], [8.92, 2.33, -0.20], [6.39, 3.51, 1.34], [5.65, 4.91, 2.10], [5.41, 4.61, 0.37], [8.07, 5.33, 1.72], [7.07, 6.45, 0.79], [8.94, 5.62, -0.60], [7.39, 5.07, -1.27], [1.65, 7.21, 2.02], [2.01, 8.19, 3.13], [3.52, 8.36, 3.29], [4.16, 7.03, 3.65], [4.69, 5.93, 3.95], [2.02, 6.20, 2.23], [0.56, 7.13, 1.91], [2.06, 7.53, 1.05], [1.57, 7.84, 4.07], [1.56, 9.16, 2.90], [3.73, 9.09, 4.09], [3.97, 8.74, 2.37]],
  "e_tot_ev": -74765.43569,
  "homo_energy_ev": -12.46,
  "largest_force_ev_per_a": 10.6,
  "charge": 1,
  "homo_lumo_gap_ev": 7.49
}

***

[2]
{
  "formula": "C45H79F3O18S5",
  "method": "the ωB97M-V functional and the def2-TZVPD basis",
  "elements": ["C", "C", "C", "O", "C", "H", "H", "H", "H", "H", "H", "H", "H", "C", "C", "C", "O", "C", "H", "H", "H", "H", "H", "H", "H", "H", "C", "C", "C", "O", "C", "H", "H", "H", "H", "H", "H", "H", "H", "O", "S", "O", "O", "C", "C", "C", "H", "H", "H", "H", "H", "H", "H", "H", "O", "S", "O", "O", "C", "C", "C", "H", "H", "H", "H", "H", "H", "H", "H", "O", "S", "O", "O", "C", "C", "C", "H", "H", "H", "H", "H", "H", "H", "H", "O", "S", "O", "O", "C", "C", "C", "H", "H", "H", "H", "H", "H", "H", "H", "O", "S", "O", "O", "C", "C", "C", "H", "H", "H", "H", "H", "H", "H", "H", "F", "C", "C", "C", "C", "C", "C", "H", "H", "H", "H", "H", "F", "C", "C", "C", "C", "C", "C", "H", "H", "H", "H", "H", "F", "C", "C", "C", "C", "C", "C", "H", "H", "H", "H", "H"],
  "xyz": [[4.21, -4.19, -2.66], [2.94, -3.43, -3.04], [3.27, -2.85, -4.43], [4.63, -3.16, -4.72], [4.98, -4.28, -3.97], [4.18, -5.11, -2.08], [4.72, -3.49, -1.98], [2.67, -2.69, -2.29], [2.06, -4.07, -3.08], [3.11, -1.78, -4.54], [2.63, -3.36, -5.17], [6.04, -4.41, -3.76], [4.73, -5.19, -4.54], [5.32, -1.27, 0.51], [6.53, -0.37, 0.66], [6.64, 0.21, -0.73], [5.29, 0.51, -1.07], [4.41, -0.45, -0.44], [4.84, -1.41, 1.48], [5.51, -2.27, 0.11], [7.41, -0.94, 0.97], [6.40, 0.41, 1.41], [7.01, -0.55, -1.44], [7.27, 1.09, -0.86], [4.08, -1.06, -1.28], [3.63, 0.10, 0.08], [0.13, -1.07, -1.52], [0.59, 0.35, -1.05], [-0.68, 0.98, -0.54], [-1.48, -0.11, -0.08], [-1.26, -1.25, -0.89], [0.78, -1.88, -1.21], [0.10, -1.16, -2.61], [1.11, 0.88, -1.85], [1.37, 0.09, -0.33], [-1.26, 1.48, -1.33], [-0.53, 1.64, 0.31], [-2.04, -1.32, -1.66], [-1.37, -2.14, -0.26], [0.16, 6.63, -0.50], [-1.01, 6.04, 0.06], [-1.08, 5.78, 1.45], [-2.26, 6.93, -0.30], [-2.06, 8.08, -1.16], [-2.00, 7.69, -2.62], [-1.36, 4.60, -0.87], [-1.20, 8.67, -0.84], [-2.93, 8.71, -0.97], [-0.98, 7.44, -2.90], [-2.32, 8.51, -3.26], [-2.65, 6.85, -2.85], [-0.87, 3.76, -0.36], [-0.95, 4.70, -1.87], [-2.43, 4.39, -0.81], [-0.88, 2.89, -5.73], [-0.80, 2.18, -4.49], [0.38, 2.12, -3.71], [-1.90, 2.80, -3.49], [-3.20, 3.07, -4.03], [-3.62, 4.47, -3.64], [-1.40, 0.52, -4.63], [-3.90, 2.36, -3.57], [-3.28, 2.96, -5.11], [-4.63, 4.75, -3.90], [-2.96, 5.18, -4.15], [-3.37, 4.68, -2.60], [-2.40, 0.59, -5.05], [-1.42, 0.07, -3.65], [-0.69, 0.04, -5.30], [-1.66, 1.18, 3.56], [-2.62, 0.68, 4.47], [-3.88, 1.33, 4.65], [-2.98, -0.80, 4.02], [-1.90, -1.71, 3.72], [-2.48, -2.82, 2.89], [-1.90, 0.45, 6.07], [-1.42, -2.06, 4.63], [-1.15, -1.16, 3.14], [-2.61, -2.51, 1.85], [-3.47, -3.11, 3.27], [-1.85, -3.71, 2.90], [-1.23, -0.41, 6.00], [-2.67, 0.32, 6.82], [-1.30, 1.33, 6.26], [-5.60, -0.91, 0.44], [-5.67, 0.50, 0.61], [-5.95, 1.33, -0.52], [-6.77, 0.78, 1.70], [-6.77, 2.06, 2.34], [-8.21, 2.45, 2.58], [-4.15, 1.04, 1.33], [-6.29, 2.82, 1.72], [-6.23, 2.00, 3.29], [-8.73, 1.58, 2.99], [-8.73, 2.58, 1.62], [-8.36, 3.34, 3.19], [-3.40, 0.89, 0.57], [-3.91, 0.35, 2.13], [-4.24, 2.02, 1.79], [3.56, -6.14, 1.91], [2.89, -4.89, 1.81], [3.61, -3.67, 1.64], [1.84, -4.91, 0.63], [0.93, -6.04, 0.55], [-0.44, -5.60, 0.13], [1.85, -4.62, 3.22], [0.88, -6.52, 1.54], [1.40, -6.79, -0.08], [-0.79, -4.80, 0.78], [-1.10, -6.44, 0.32], [-0.41, -5.27, -0.91], [1.15, -5.45, 3.37], [1.27, -3.72, 3.04], [2.53, -4.59, 4.07], [-0.89, -2.72, -5.20], [-1.09, -3.97, -4.72], [-1.99, -4.12, -3.69], [-2.17, -5.36, -3.10], [-1.38, -6.41, -3.55], [-0.57, -6.28, -4.68], [-0.40, -5.03, -5.26], [-2.50, -3.23, -3.34], [-2.88, -5.51, -2.30], [-1.45, -7.39, -3.10], [-0.04, -7.15, -5.03], [0.31, -4.93, -6.06], [3.76, 6.20, 3.57], [3.47, 5.14, 2.78], [4.35, 4.09, 2.75], [4.07, 3.00, 1.93], [2.86, 2.94, 1.27], [1.95, 3.98, 1.39], [2.26, 5.12, 2.11], [5.26, 4.08, 3.34], [4.88, 2.29, 1.82], [2.69, 2.15, 0.55], [0.99, 3.95, 0.89], [1.63, 5.99, 2.05], [1.05, 2.10, 6.30], [1.43, 1.15, 5.41], [2.00, -0.01, 5.87], [2.36, -0.98, 4.94], [2.27, -0.71, 3.58], [1.63, 0.44, 3.14], [1.29, 1.42, 4.07], [2.06, -0.20, 6.93], [2.73, -1.93, 5.30], [2.66, -1.46, 2.89], [1.51, 0.63, 2.09], [0.89, 2.37, 3.74]],
  "e_tot_ev": -147125.88889,
  "homo_energy_ev": -8.92,
  "largest_force_ev_per_a": 1.8,
  "de_lowest_kcal_mol": 0.0,
  "homo_lumo_gap_ev": 8.97
}